1.
Entry from the OMol25 dataset: a single C5H10N2O molecule at a distorted geometry (the ωB97M-V functional and the def2-TZVPD basis).

Structure (XYZ):
```
18
Properties=species:S:1:pos:R:3:forces:R:3
C 1.36274 1.58715 0.00987 -0.729 -1.767 -0.499
C 0.58688 0.41953 0.61828 1.804 1.069 -0.208
O 1.49993 -0.68274 0.40063 0.380 -0.191 0.017
N 0.99728 -1.49922 -0.57942 -1.162 -0.937 -0.167
C -0.21654 -1.17844 -0.74880 -2.016 0.902 -0.709
C -0.70968 0.05246 0.00759 -0.399 -0.421 -0.919
C -1.73691 -0.39184 1.00060 -1.960 0.733 0.619
N -1.39407 1.14045 -0.77226 1.068 -0.578 -1.197
H 2.32137 1.44160 0.38914 1.691 0.525 1.090
H 1.55201 1.48329 -1.04777 -0.550 -0.249 -0.594
H 0.92675 2.50401 0.20198 -0.645 2.003 0.532
H 0.54033 0.48582 1.68859 -0.147 0.403 0.592
H -1.09496 -1.62304 -1.26448 1.633 -0.593 -0.452
H -2.73067 -0.54749 0.46025 1.059 0.456 0.860
H -1.79654 0.42748 1.77101 -0.497 -0.870 -0.679
H -1.56876 -1.33237 1.50355 0.584 -0.240 0.131
H -2.25771 0.73786 -1.16450 0.514 0.344 0.268
H -0.83276 1.46295 -1.60633 -0.627 -0.590 1.315
```
Forces are in eV/Å.

Properties
Charge: 0
Frontier orbital gap in eV: 10.234
SMILES: C[C@@H]1ON=C[C@]1(C)N

Atomic partial charges in e from the Mulliken method, atoms 1 to 6: number 1, C, carries -1.81; number 2, C, carries 0.12; number 3, O, carries -0.25; number 4, N, carries -0.42; number 5, C, carries -0.22; number 6, C, carries 1.22


2.
Entry from the OMol25 dataset: a 2-piece molecular cluster, C5H10N2O overall at a distorted geometry (the ωB97M-V functional and the def2-TZVPD basis).

Structure (XYZ):
```
18
Properties=species:S:1:pos:R:3:forces:R:3
C 0.21649 -1.02038 0.69007 -0.596 0.688 -0.503
C 0.91796 1.45883 -0.58455 -0.994 -0.367 0.030
C -1.17629 -0.32504 -0.90146 -0.044 -1.319 0.432
N -2.31289 -0.01642 -0.23139 0.007 0.126 0.001
N -0.14734 -0.16204 1.75051 -0.087 0.066 0.076
C 1.40983 -0.86816 -0.05187 0.338 0.433 -0.413
C 1.79554 0.32751 -0.61089 -0.086 -0.751 0.043
O -1.12911 -0.88312 -1.97265 0.098 0.401 0.193
H -0.17138 -2.02842 0.79717 -0.026 0.076 -0.028
H -2.24404 0.42683 0.66907 0.044 -0.035 -0.047
H -3.21784 -0.19193 -0.64255 0.118 0.041 -0.014
H 0.57211 0.48270 2.04624 0.043 -0.128 -0.070
H -0.53360 -0.65013 2.54501 0.013 0.023 -0.062
H 1.87937 -1.77740 -0.40681 0.078 0.033 0.033
H 2.59237 0.31003 -1.34471 0.028 -0.042 0.049
H -0.18982 0.81182 -0.78301 1.038 0.668 0.187
H 0.64264 1.88834 0.37342 0.023 0.079 0.006
H 1.09599 2.21698 -1.34159 0.004 0.008 0.084
```
Forces are in eV/Å.

Properties
Charge: 0
Frontier orbital gap in eV: 8.192

Atomic partial charges in e from the Mulliken method, atoms 1 to 6: number 1, C, carries -0.37; number 2, C, carries -0.84; number 3, C, carries 0.37; number 4, N, carries -0.34; number 5, N, carries -0.49; number 6, C, carries -0.22


3.
Entry from the OMol25 dataset: a single C5H10N2O molecule at a distorted geometry (the ωB97M-V functional and the def2-TZVPD basis).

Structure (XYZ):
```
18
Properties=species:S:1:pos:R:3:forces:R:3
C 2.51702 0.55150 -0.23058 0.075 -0.778 -0.327
C 1.25533 1.03103 -0.25416 1.919 2.095 -0.414
C 0.07266 0.57629 0.51188 -1.839 0.666 0.489
N -0.75389 1.82015 0.81167 1.137 -1.172 0.022
O -1.64551 1.88430 -0.24683 -0.212 0.304 -0.415
N -1.97021 0.50565 -0.67672 -2.032 0.752 -0.501
C -0.87289 -0.35455 -0.42430 1.509 0.702 1.693
C -1.35140 -1.65685 0.17522 -0.210 0.227 0.893
H 3.36156 1.11467 -0.77269 -1.457 -1.170 0.934
H 2.74078 -0.48784 0.24213 -0.215 2.094 -0.723
H 1.07489 2.06465 -0.73941 0.289 -1.850 0.599
H 0.29191 0.17047 1.50775 0.243 -0.456 -0.523
H -1.11212 1.97593 1.79678 -0.382 -1.087 -1.838
H -2.32516 0.58622 -1.65972 0.967 0.239 1.274
H -0.24875 -0.66264 -1.27588 -0.139 0.544 -0.133
H -2.16884 -1.65010 0.92840 0.286 0.484 -0.852
H -0.55265 -2.16963 0.65638 0.982 -0.474 0.324
H -1.57218 -2.21785 -0.69513 -0.920 -1.119 -0.502
```
Forces are in eV/Å.

Properties
Charge: 0
Frontier orbital gap in eV: 9.216
SMILES: C=C[C@H]1NON[C@@H]1C

Atomic partial charges in e from the Mulliken method, atoms 1 to 6: number 1, C, carries -0.68; number 2, C, carries -0.52; number 3, C, carries 0.38; number 4, N, carries -0.36; number 5, O, carries -0.26; number 6, N, carries -0.36


4.
Entry from the OMol25 dataset: C5H10N2O as an isolated structure at a distorted geometry (the ωB97M-V functional and the def2-TZVPD basis).

Structure (XYZ):
```
18
Properties=species:S:1:pos:R:3:forces:R:3
C 0.01991 1.53266 1.30286 -0.136 0.251 0.019
C 2.22088 -1.93341 1.12148 0.178 -0.235 -0.030
C 0.80523 0.31428 1.21173 0.251 -0.390 0.019
C -1.71672 -0.55189 -1.42002 -2.147 -0.999 0.149
C 1.44509 -0.70328 1.14661 -0.230 0.334 0.063
N -0.47888 -0.98330 -1.43891 0.377 0.148 -0.045
O -1.74437 1.87964 -1.45456 -2.123 -1.261 0.320
N -2.87343 -0.33875 -1.37284 1.525 -0.767 0.028
H -1.83500 2.55770 -2.13125 -0.331 -0.136 0.074
H 0.01711 -0.85128 -2.30913 -0.035 0.040 0.030
H 0.07034 -0.77524 -0.60048 0.003 0.010 -0.029
H -2.65315 1.07711 -1.39525 2.712 2.963 -0.568
H 0.65936 2.38075 1.55768 -0.053 -0.051 0.002
H -0.47496 1.74763 0.35258 -0.051 0.058 0.030
H -0.74639 1.43016 2.07508 0.054 0.047 -0.060
H 1.60413 -2.78017 0.81153 0.050 0.033 0.019
H 3.06112 -1.85050 0.42876 -0.034 -0.036 0.049
H 2.61972 -2.15211 2.11414 -0.013 -0.010 -0.070
```
Forces are in eV/Å.

Properties
Charge: 0
Frontier orbital gap in eV: 10.283

Atomic partial charges in e from the Mulliken method, atoms 1 to 6: number 1, C, carries -1.07; number 2, C, carries -1.38; number 3, C, carries 0.52; number 4, C, carries 0.49; number 5, C, carries 0.34; number 6, N, carries -0.35